# 1
ORCA calculation (the ωB97M-V functional and the def2-TZVPD basis) on a cluster of 2 separate species, C2H2ClI in total in a non-equilibrium geometry.

Structure (XYZ):
```
6
C2H2ClI | the Open Molecules 2025 dataset | the ωB97M-V functional and the def2-TZVPD basis
I -1.435 -1.955 0.022
Cl 1.078 1.893 -0.047
C -0.113 -0.554 -0.056
C -0.118 0.716 0.270
H -0.896 1.280 0.609
H 1.484 -1.380 -0.798
```

Output
Calculated total energy (eV): -22724.6315
Strongest force on any atom (eV/A): 5.1
Relative energy (zero: lowest compared OMol25 entry of this formula, charge and spin) (kJ/mol): 349.1

# 2
ORCA calculation (the ωB97M-V functional and the def2-TZVPD basis) on a structure of composition C40H35GaN2O3P2S in a non-equilibrium geometry.

Structure (XYZ):
```
84
C40H35GaN2O3P2S | the Open Molecules 2025 dataset | the ωB97M-V functional and the def2-TZVPD basis
Ga 0.775 0.212 0.350
S -2.171 1.098 1.306
P -0.127 1.907 -1.164
P -0.415 -1.872 0.911
O 1.304 2.154 2.847
O 2.804 -1.239 -0.964
O -3.015 1.930 2.194
N 2.595 -0.410 0.003
N 1.644 1.013 2.009
C -2.193 -1.805 1.240
C 0.607 1.855 -2.859
C 1.540 4.114 -0.825
C -1.604 -3.215 -2.874
C 0.924 -5.094 3.164
C -0.026 5.206 1.142
C -3.935 2.166 -2.786
C -2.829 1.527 -0.301
C -4.167 -3.067 1.668
C 0.595 -4.097 -2.376
C 1.345 -3.103 4.378
C 0.853 0.586 -3.420
C 1.277 -4.473 4.360
C 2.916 0.595 2.113
C 0.250 -2.964 2.221
C 0.627 -3.428 -1.150
C -1.978 1.768 -1.410
C -0.512 -2.707 -0.730
C 3.818 1.049 3.257
C 4.912 -0.732 0.974
C -4.171 1.831 -0.426
C 1.894 5.334 -0.250
C -4.787 -1.919 2.165
C 0.263 -4.373 2.172
C -0.524 -4.077 -3.197
C -2.866 -0.576 1.506
C -4.167 -0.663 1.972
C -2.865 -3.038 1.231
C 1.578 0.491 -4.622
C -2.592 1.998 -2.664
C 1.717 2.873 -4.805
C 3.449 -0.271 1.057
C 0.344 3.482 -0.514
C 1.017 5.958 0.707
C 2.029 1.623 -5.307
C 0.781 -2.342 3.316
C -4.717 2.156 -1.646
C 0.950 2.978 -3.653
C -0.478 4.076 0.485
C -1.507 -2.461 -1.668
H -5.780 -2.027 2.665
H -1.967 2.055 -3.530
H -4.335 2.353 -3.764
H 1.094 -6.195 3.121
H -4.726 -4.044 1.684
H 3.802 0.288 4.066
H 1.552 -3.452 -0.593
H -5.718 2.518 -1.693
H -2.368 -3.946 0.957
H 1.547 -4.557 -2.695
H 2.515 1.543 -6.244
H -2.304 -1.753 -1.364
H -1.390 3.639 0.822
H -4.702 0.294 2.061
H -0.645 -4.732 -4.036
H 2.329 3.676 -1.519
H 1.896 -2.674 5.253
H 5.285 -1.018 1.990
H -4.753 1.725 0.469
H 3.342 1.932 3.754
H 4.825 1.301 2.943
H 2.044 3.760 -5.266
H 0.001 -4.836 1.232
H 0.682 -1.279 3.471
H 0.486 -0.359 -2.998
H 0.530 1.802 3.379
H 5.665 -0.034 0.523
H -2.510 -3.111 -3.519
H -0.624 5.561 1.985
H 1.974 -0.498 -4.918
H 1.046 7.013 1.053
H 0.733 3.955 -3.364
H 4.876 -1.629 0.318
H 1.618 -5.161 5.166
H 2.812 5.834 -0.547
```

Output
Calculated total energy (eV): -132940.9234
Strongest force on any atom (eV/A): 2.6
Relative energy (zero: lowest compared OMol25 entry of this formula, charge and spin) (kJ/mol): 0.0
Total charge: +2

# 3
ORCA calculation (the ωB97M-V functional and the def2-TZVPD basis) on a cluster of 7 separate species, C30H52Br2O18PS in total in a non-equilibrium geometry.

Structure (XYZ):
```
104
C30H52Br2O18PS | the Open Molecules 2025 dataset | the ωB97M-V functional and the def2-TZVPD basis
Br 2.879 0.293 3.051
Br 0.829 2.213 3.842
S 1.043 4.215 0.838
P -0.621 3.209 1.216
O 1.329 7.826 -2.659
O 7.697 -1.461 -3.220
O -0.327 7.897 -4.210
O 9.112 -3.029 -2.403
O 1.881 -1.564 -1.936
O -3.149 -0.902 6.982
O 5.664 1.738 -7.010
O 4.039 -0.886 -1.842
O 3.675 1.740 -8.098
O 3.348 -1.891 -3.636
O -9.861 -5.252 1.096
O -3.429 -0.454 9.186
O -7.970 -6.489 0.904
O -0.659 6.782 -2.383
O 9.822 -1.051 -3.254
O 3.818 0.707 -6.200
O -7.952 -4.284 1.419
O -1.448 -0.260 8.330
C -5.359 0.356 2.345
C 8.896 -1.956 -2.908
C 0.226 7.528 -3.039
C 3.792 -0.369 -0.526
C 1.084 -0.318 2.430
C 2.976 -1.456 -2.416
C -0.569 -0.342 7.205
C 6.602 -2.325 -2.904
C -0.205 6.308 -1.100
C -8.534 -5.446 1.118
C 4.504 1.426 -7.091
C 11.162 -1.450 -2.975
C -5.736 -1.775 3.588
C -6.267 -0.571 2.991
C -1.743 0.615 0.863
C 0.773 -1.683 3.135
C 2.304 -2.527 -4.373
C 4.279 2.513 -9.131
C -6.523 -4.337 1.478
C -4.326 -2.080 3.512
C 0.517 8.706 -5.021
C -3.922 0.073 2.284
C -2.717 -0.572 8.055
C -4.813 -0.760 9.036
C -0.386 1.384 1.224
C -3.031 1.174 1.596
C -3.413 -1.154 2.864
C -10.616 -6.420 0.786
C 4.579 0.296 -5.058
C -0.040 0.824 2.686
H -0.537 -1.361 6.816
H -11.669 -6.143 0.797
H 1.190 -0.464 1.328
H 6.678 -3.260 -3.461
H -5.286 -0.630 10.009
H 1.484 -1.832 -4.556
H 4.943 1.163 -4.505
H -6.405 -2.488 4.118
H 2.719 -2.834 -5.332
H -3.920 -3.006 3.969
H 1.427 8.167 -5.291
H -10.364 -6.789 -0.209
H -10.452 -7.196 1.536
H -2.824 1.939 2.383
H -5.284 -0.077 8.327
H 0.008 7.146 -0.436
H 5.098 1.963 -9.596
H -1.617 3.480 0.210
H 1.556 -2.420 2.794
H -6.164 -3.343 1.728
H 5.410 -0.344 -5.360
H -3.684 1.632 0.802
H -0.873 0.358 6.426
H 0.762 9.640 -4.513
H -5.735 1.309 1.904
H -6.108 -4.623 0.511
H 11.818 -0.643 -3.296
H 11.420 -2.351 -3.534
H -2.328 -1.368 2.814
H 3.518 2.705 -9.885
H -1.874 0.660 -0.253
H 3.496 -1.170 0.152
H 3.915 -0.280 -4.408
H 0.429 -0.070 7.543
H 5.688 -1.822 -3.199
H -7.346 -0.309 3.041
H -6.197 -5.029 2.256
H -1.006 5.717 -0.664
H 1.947 -3.414 -3.848
H 3.031 0.412 -0.555
H 0.669 5.675 -1.211
H 11.302 -1.608 -1.905
H -0.944 0.447 3.226
H 6.561 -2.517 -1.832
H -1.552 -0.469 1.104
H -4.947 -1.795 8.719
H 4.631 3.469 -8.741
H 4.720 0.066 -0.163
H -0.030 8.940 -5.934
H 0.898 -1.613 4.245
H -1.178 3.739 2.430
H -0.209 -2.125 2.826
```

Output
Calculated total energy (eV): -229016.3082
Strongest force on any atom (eV/A): 2.5
Total charge: -1

# 4
ORCA calculation (the ωB97M-V functional and the def2-TZVPD basis) on a cluster of 3 separate species, C6H13NO2 in total.

Structure (XYZ):
```
22
C6H13NO2 | the Open Molecules 2025 dataset | the ωB97M-V functional and the def2-TZVPD basis
O -0.464 -1.497 0.227
O 1.697 -1.186 -1.131
N -0.723 0.400 -1.935
C -0.666 0.742 -0.648
C -3.110 1.045 1.230
C 1.857 -0.025 -0.248
C -0.501 -0.159 0.401
C -2.563 0.196 0.381
C 2.653 -0.387 0.973
H -2.511 1.782 1.765
H 2.822 0.503 1.587
H 3.651 -0.813 0.747
H -0.346 0.237 1.394
H 2.525 -1.686 -1.213
H -4.175 1.058 1.461
H -3.089 -0.568 -0.184
H 2.130 -1.124 1.592
H -0.390 -0.512 -2.210
H -0.753 1.111 -2.642
H 2.305 0.788 -0.826
H 0.343 -1.697 -0.322
H -0.691 1.792 -0.400
```

Output
Calculated total energy (eV): -12011.7231
Strongest force on any atom (eV/A): 0.7
Relative energy (zero: lowest compared OMol25 entry of this formula, charge and spin) (kJ/mol): 675.6

# 5
ORCA calculation (the ωB97M-V functional and the def2-TZVPD basis) on a cluster of 2 separate species, C5H6O3P in total in a non-equilibrium geometry.

Structure (XYZ):
```
15
C5H6O3P | the Open Molecules 2025 dataset | the ωB97M-V functional and the def2-TZVPD basis
P 0.107 2.731 -0.659
O -1.023 2.149 -1.391
O 0.045 4.190 -0.460
O -0.570 -0.995 1.029
C 0.343 1.998 1.009
C 0.220 -0.080 0.495
C 0.844 -0.520 -0.632
C -0.406 -2.113 0.271
C 0.511 -1.919 -0.715
H 0.805 -2.505 -1.467
H 1.182 2.137 -1.351
H 1.624 -0.012 -1.135
H -0.562 2.443 1.556
H 1.360 1.923 1.364
H -0.994 -3.004 0.430
```

Output
Calculated total energy (eV): -20712.6888
Strongest force on any atom (eV/A): 5.2
Relative energy (zero: lowest compared OMol25 entry of this formula, charge and spin) (kJ/mol): 239.4
Total charge: -1

# 6
ORCA calculation (the ωB97M-V functional and the def2-TZVPD basis) on a structure of composition C5H12O3S2 in a non-equilibrium geometry.

Structure (XYZ):
```
22
C5H12O3S2 | the Open Molecules 2025 dataset | the ωB97M-V functional and the def2-TZVPD basis
S 0.817 1.243 -0.613
S 2.134 -0.328 -0.106
O 1.630 -1.656 -0.347
O 0.746 2.115 0.597
O 3.330 0.051 -0.762
C -2.193 1.097 -0.880
C 2.594 -0.045 1.652
C -1.161 0.033 -0.455
C -1.197 -0.268 0.978
C -1.019 -1.080 -1.493
H -2.160 -0.796 1.345
H 2.684 1.042 1.768
H 1.784 -0.265 2.291
H -0.993 0.636 1.554
H 3.397 -0.693 1.768
H 0.058 -1.093 -1.652
H -1.308 -2.120 -1.208
H -2.334 2.004 -0.310
H -0.406 -1.004 1.248
H -1.890 1.379 -1.987
H -3.116 0.535 -0.895
H -1.396 -0.788 -2.492
```

Output
Calculated total energy (eV): -33189.5077
Strongest force on any atom (eV/A): 3.4
Relative energy (zero: lowest compared OMol25 entry of this formula, charge and spin) (kJ/mol): 87.8

# 7
ORCA calculation (the ωB97M-V functional and the def2-TZVPD basis) on a structure of composition C19H40P2V in a non-equilibrium geometry.

Structure (XYZ):
```
62
C19H40P2V | the Open Molecules 2025 dataset | the ωB97M-V functional and the def2-TZVPD basis
V 0.712 0.025 0.586
P 0.185 -2.836 0.989
P -0.196 2.399 0.665
C 0.273 -1.404 -2.642
C -0.586 -0.744 -3.690
C -1.081 -1.136 0.053
C -1.172 -4.057 1.108
C -1.203 0.648 -3.296
C -1.739 3.364 0.571
C 0.864 1.243 3.590
C -1.684 1.400 4.261
C 0.990 3.390 -0.280
C 1.868 1.032 -3.735
C 2.441 -0.324 -3.179
C 1.534 -3.727 0.158
C -1.052 0.327 -0.316
C 1.512 -1.010 -2.222
C -0.508 0.577 3.669
C 1.025 1.693 -2.716
C -0.311 1.615 -2.596
C 0.921 -2.175 2.557
C -0.956 0.219 2.259
H -1.545 1.142 -4.222
H 1.504 0.852 2.772
H -2.001 -1.331 0.624
H -0.113 -0.674 -4.685
H -2.055 0.766 -0.460
H 2.114 -4.290 0.893
H -1.692 0.979 1.912
H -0.427 -0.375 4.252
H -2.138 -3.531 1.040
H -0.049 -2.475 -2.490
H -1.539 1.634 5.319
H -0.861 2.326 -1.967
H 2.756 1.680 -3.875
H -1.093 -4.639 2.041
H 2.653 -0.971 -4.046
H -1.474 -1.402 -3.803
H -2.087 0.444 -2.669
H -1.566 -0.721 2.289
H -1.753 3.833 -0.429
H -1.224 -1.693 -0.871
H -1.071 -4.747 0.250
H -0.347 0.385 -1.163
H -2.635 2.734 0.702
H 0.755 2.313 3.452
H 1.347 -1.141 2.484
H -1.746 2.339 3.702
H 1.329 0.884 -4.695
H -1.708 4.179 1.322
H 1.792 -2.785 2.839
H 0.241 -2.156 3.432
H 3.387 -0.113 -2.662
H 0.514 3.722 -1.218
H 1.395 1.025 4.524
H 1.124 -4.452 -0.549
H -2.629 0.850 4.151
H 1.260 4.266 0.333
H 1.907 2.799 -0.500
H 2.009 -1.468 -1.364
H 1.600 2.362 -2.093
H 2.228 -3.067 -0.364
```

Output
Calculated total energy (eV): -64590.7569
Strongest force on any atom (eV/A): 3.3
Relative energy (zero: lowest compared OMol25 entry of this formula, charge and spin) (kJ/mol): 622.0
⟨S²⟩: 0.9187
Spin multiplicity: 2
Total charge: +2